C49H96F24N7O18PS8 | the ωB97M-V functional and the def2-TZVPD basis

Last column: Mulliken charge in e.
Cartesian coordinates (Å):
S  -19.911  -2.072  -14.697  0.939
S  -26.212  -7.940  -10.032  0.883
S  -24.554  -1.650  -19.432  0.841
S  -32.574  -3.307  -16.495  0.850
S  -17.709  -3.064  -13.445  0.804
S  -27.602  -5.530  -9.387  0.788
S  -24.456  -4.554  -19.255  0.962
S  -32.309  -5.589  -18.178  1.121
P  -32.441  -12.167  -15.461  0.451
F  -24.686  -7.106  -12.049  0.008
F  -25.661  0.612  -18.570  -0.229
F  -34.893  -5.269  -18.677  -0.211
F  -33.934  -6.955  -19.628  -0.230
F  -32.274  -0.730  -16.150  -0.222
F  -27.024  -1.098  -18.871  -0.244
F  -17.778  -2.088  -11.057  -0.216
F  -22.225  -2.605  -13.533  -0.168
F  -21.779  -4.381  -19.238  -0.222
F  -30.588  -1.614  -17.051  -0.141
F  -26.655  -3.616  -7.944  -0.203
F  -32.250  -1.240  -18.234  -0.246
F  -25.630  -3.907  -9.844  -0.213
F  -33.654  -4.924  -20.394  -0.192
F  -15.909  -1.821  -12.030  -0.234
F  -22.638  -6.014  -18.110  -0.200
F  -25.220  -5.166  -8.246  -0.241
F  -26.322  -8.391  -12.579  -0.185
F  -22.747  -3.991  -17.432  -0.159
F  -22.085  -0.832  -14.852  -0.196
F  -24.550  -9.139  -11.594  -0.255
F  -17.714  -0.609  -12.608  -0.229
F  -25.756  -0.928  -17.077  -0.215
F  -21.433  -0.707  -12.820  -0.250
O  -31.794  -3.720  -15.331  -0.559
O  -28.228  -5.741  -15.972  0.867
O  -17.011  -2.792  -14.691  -0.636
O  -27.049  -9.127  -9.887  -0.729
O  -19.208  -0.842  -15.027  -0.640
O  -28.234  -6.067  -8.213  -0.638
O  -23.260  -1.214  -19.034  -0.661
O  -25.015  -1.364  -20.720  -0.605
O  -28.286  -4.458  -10.111  -0.716
O  -32.690  -6.353  -17.067  -0.573
O  -17.427  -4.236  -12.589  -0.585
O  -22.167  -7.076  -13.101  0.314
O  -24.282  -4.956  -20.607  -0.720
O  -31.253  -5.931  -19.048  -0.779
O  -33.981  -3.167  -16.319  -0.670
O  -25.146  -7.793  -9.106  -0.581
O  -25.267  -5.413  -18.433  -0.654
O  -20.273  -3.016  -15.679  -0.512
N  -28.728  -3.764  -20.812  1.410
N  -26.972  -6.638  -10.373  -0.108
N  -20.357  -5.747  -11.023  1.097
N  -24.894  -3.103  -18.957  -0.019
N  -19.287  -2.830  -13.487  -0.206
N  -27.722  -3.837  -13.797  1.054
N  -32.131  -4.086  -17.786  -0.352
C  -19.594  -4.658  -10.302  -1.013
C  -27.897  -6.963  -16.528  -0.705
C  -26.209  -4.470  -8.775  0.646
C  -31.623  -14.329  -13.847  -0.803
C  -35.994  -12.233  -13.050  -0.715
C  -31.387  -7.204  -13.591  -1.012
C  -31.120  -16.345  -12.434  -1.291
C  -34.162  -12.447  -14.883  -1.279
C  -28.742  -5.669  -22.616  -0.044
C  -29.170  -1.733  -13.235  -1.248
C  -26.399  -4.362  -13.454  0.066
C  -29.593  -2.752  -20.176  0.278
C  -32.042  -8.236  -14.548  -0.735
C  -30.042  -1.749  -21.182  -0.825
C  -19.701  -7.080  -10.891  -0.452
C  -29.555  -4.665  -21.780  -0.607
C  -31.100  -14.759  -12.493  -0.513
C  -27.542  -3.037  -21.495  -0.539
C  -21.026  -6.405  -13.458  -1.729
C  -25.452  -8.131  -11.654  0.432
C  -33.780  -5.646  -19.298  0.429
C  -17.230  -1.790  -12.217  0.659
C  -33.146  -12.921  -18.126  -0.497
C  -27.817  -3.574  -15.297  -0.949
C  -32.838  -13.967  -19.199  -0.481
C  -27.990  -2.039  -22.542  -1.132
C  -27.969  -2.602  -12.928  0.235
C  -28.105  -4.595  -19.765  -0.920
C  -21.502  -1.505  -13.871  0.547
C  -25.817  -0.703  -18.440  0.624
C  -20.496  -5.358  -12.438  0.394
C  -22.778  -4.763  -18.491  0.396
C  -28.901  -0.989  -21.900  -0.737
C  -28.758  -4.789  -13.288  -1.065
C  -34.526  -11.932  -13.430  -0.145
C  -29.466  -5.985  -23.916  -1.430
C  -31.829  -10.453  -15.660  -0.940
C  -31.637  -9.642  -14.342  -0.279
C  -21.786  -6.272  -8.879  -1.337
C  -31.918  -1.641  -17.011  0.574
C  -31.229  -12.918  -14.327  -0.932
C  -25.144  -3.602  -13.947  -1.832
C  -27.418  -4.671  -16.213  0.403
C  -18.328  -7.268  -11.495  -1.035
C  -33.793  -14.012  -20.400  -1.385
C  -37.057  -11.272  -13.489  -1.140
C  -32.218  -13.161  -16.978  -1.172
C  -22.457  -8.023  -14.094  -1.010
C  -21.753  -5.824  -10.366  -0.170
H  -32.577  -9.988  -16.353  0.468
H  -31.527  -6.187  -13.925  0.200
H  -18.459  -7.511  -12.558  0.288
H  -30.389  -3.278  -19.621  -0.077
H  -31.148  -15.035  -14.531  0.419
H  -26.839  -7.198  -16.535  0.316
H  -28.391  -0.403  -21.191  0.319
H  -30.602  -9.665  -14.005  0.274
H  -30.200  -12.895  -14.718  0.641
H  -30.876  -10.452  -16.094  0.717
H  -28.494  -5.788  -13.673  0.349
H  -27.090  -1.541  -22.945  0.462
H  -27.791  -5.198  -22.940  0.197
H  -34.408  -10.866  -13.310  0.199
H  -32.685  -14.480  -13.928  0.340
H  -22.404  -6.426  -10.911  0.282
H  -33.108  -8.095  -14.493  0.379
H  -23.243  -8.650  -13.655  0.177
H  -24.490  -3.757  -13.107  0.640
H  -28.777  -5.365  -19.452  0.374
H  -32.225  -10.120  -13.503  0.404
H  -30.046  -2.049  -12.653  0.386
H  -19.718  -4.805  -9.216  0.368
H  -31.875  -13.933  -19.664  0.403
H  -22.827  -6.139  -8.676  0.222
H  -21.209  -4.555  -12.509  0.361
H  -30.967  -16.719  -11.391  0.362
H  -36.669  -10.287  -13.051  0.263
H  -21.615  -8.696  -14.351  0.300
H  -21.226  -5.868  -14.433  0.433
H  -30.692  -1.035  -20.630  0.482
H  -32.028  -16.799  -12.823  0.333
H  -27.673  -4.140  -17.145  -0.715
H  -31.172  -13.108  -17.283  0.625
H  -26.287  -4.484  -12.397  0.274
H  -34.155  -13.055  -17.734  0.273
H  -30.246  -5.087  -21.062  0.243
H  -17.695  -6.394  -11.420  0.157
H  -27.170  -5.006  -20.098  0.408
H  -19.930  -3.710  -10.706  0.357
H  -28.514  -6.560  -22.033  0.389
H  -18.507  -4.586  -10.625  0.269
H  -34.810  -12.028  -15.569  0.816
H  -31.797  -7.388  -12.584  0.350
H  -29.500  -1.690  -14.253  0.103
H  -28.868  -3.403  -15.468  0.030
H  -36.187  -12.322  -11.986  0.378
H  -27.067  -1.927  -12.968  0.539
H  -22.810  -7.502  -14.951  0.382
H  -30.740  -2.206  -21.938  0.358
H  -38.008  -11.366  -12.969  0.393
H  -22.038  -4.817  -10.350  0.284
H  -28.330  -2.573  -23.414  0.350
H  -36.170  -13.322  -13.381  0.295
H  -26.962  -2.620  -20.684  0.063
H  -17.844  -8.144  -11.061  0.404
H  -28.951  -2.220  -19.459  -0.090
H  -20.496  -7.716  -11.384  0.225
H  -24.679  -4.014  -14.863  0.306
H  -30.284  -16.663  -13.051  0.352
H  -33.863  -13.001  -20.849  0.315
H  -28.241  -7.006  -17.557  0.104
H  -28.450  -7.699  -15.847  -0.079
H  -30.004  -3.934  -22.474  0.262
H  -27.888  -3.971  -18.920  -0.487
H  -37.251  -11.348  -14.552  0.294
H  -27.200  -2.698  -15.532  0.471
H  -29.736  -4.488  -13.695  0.386
H  -32.250  -14.173  -16.548  0.518
H  -21.199  -5.692  -8.166  0.349
H  -26.368  -4.906  -16.248  0.398
H  -34.795  -14.249  -20.086  0.347
H  -33.835  -12.405  -12.722  0.232
H  -30.468  -6.465  -23.788  0.323
H  -26.386  -5.381  -13.867  0.179
H  -28.133  -3.001  -11.910  -0.079
H  -28.816  -4.866  -12.216  0.259
H  -28.902  -6.519  -24.695  0.389
H  -31.834  -7.969  -15.574  0.205
H  -32.887  -14.950  -18.725  0.312
H  -31.138  -12.259  -13.414  0.513
H  -28.942  -0.705  -12.942  0.430
H  -19.669  -7.315  -9.822  0.545
H  -25.147  -2.542  -13.909  0.255
H  -29.733  -5.023  -24.338  0.358
H  -33.157  -11.872  -18.500  0.378
H  -21.609  -7.342  -8.686  0.365
H  -20.286  -7.073  -13.778  0.515
H  -31.788  -14.305  -11.768  0.370
H  -19.579  -4.909  -12.777  -0.322
H  -30.063  -14.458  -12.267  0.343
H  -34.062  -13.530  -14.875  0.639
H  -26.896  -3.831  -21.884  0.624
H  -30.331  -7.382  -13.681  0.223
H  -33.429  -14.680  -21.170  0.397
H  -29.395  -0.362  -22.651  0.442

## Properties
**Energy above the lowest of the compared OMol25 structures with the same formula, charge and spin**: 0.000 eV
**Multiplicity**: 1
**HOMO-LUMO gap**: 8.3 eV
**HOMO level**: -9.0 eV
**E_tot**: -9585.60247 a.u.
**Strongest force on any atom**: 0.069 Eh/bohr

C49H98Cl2N2O8S9 | the ωB97M-V functional and the def2-TZVPD basis

Last column: Mulliken charge in e.
Cartesian coordinates (Å):
Cl  -8.183  1.286  -4.744  -0.190
Cl  -4.900  0.405  -1.993  -0.126
S  17.314  -2.209  0.669  0.432
S  -2.984  -6.964  0.116  0.338
S  -3.798  -4.621  -4.743  0.460
S  -3.109  -5.913  -10.832  0.435
S  -5.653  -2.949  6.312  0.528
S  -9.489  4.028  5.638  0.603
S  8.117  -3.624  3.782  0.435
S  12.810  -2.660  3.183  0.424
S  -7.338  2.985  1.883  -0.369
O  -3.400  -6.738  -1.299  -0.509
O  -3.194  -6.165  -9.366  -0.542
O  11.902  -2.831  4.358  -0.624
O  16.408  -2.379  1.840  -0.521
O  -4.806  -3.497  5.212  -0.619
O  7.907  -2.641  2.677  -0.567
O  -4.816  -3.534  -4.893  -0.588
O  -9.570  3.744  7.098  -0.660
N  -3.448  0.790  5.056  -0.413
N  -7.698  0.747  -0.079  -0.347
C  -7.451  2.013  -0.727  -0.353
C  -4.473  -4.819  -11.271  -0.928
C  -5.049  6.057  -2.866  -0.626
C  0.922  4.812  -0.827  -0.646
C  2.139  4.029  -1.498  -0.591
C  7.747  1.869  -1.651  -0.710
C  -6.945  4.639  -1.980  0.246
C  6.512  -3.928  4.547  -0.984
C  -7.371  2.128  -2.197  0.838
C  -0.421  4.549  -1.613  -0.667
C  7.680  -0.148  0.564  -0.663
C  8.820  -2.726  5.177  -0.732
C  -7.120  3.452  -2.798  -0.354
C  8.995  0.705  0.388  0.124
C  -3.610  -5.581  1.088  -1.010
C  -6.743  0.430  0.951  -0.048
C  9.115  1.471  -0.992  -0.803
C  -5.056  -1.170  2.076  -1.157
C  -1.703  5.150  -0.858  -0.498
C  3.539  4.746  -1.291  -0.733
C  -7.245  -2.505  5.597  -0.794
C  -8.210  5.275  5.400  -0.907
C  16.366  -1.402  -0.635  -0.930
C  -6.088  0.209  -3.359  0.301
C  -3.757  -5.539  -6.292  -0.987
C  -4.770  -0.173  3.116  0.817
C  -7.268  3.247  0.070  0.411
C  4.534  3.971  -0.343  -0.818
C  -4.551  -5.929  -3.763  -0.862
C  5.365  2.833  -1.072  -0.446
C  -6.038  -0.862  1.026  -0.328
C  -2.568  1.761  4.317  -0.805
C  -4.094  -8.200  0.814  -0.973
C  13.882  -1.254  3.529  -0.875
C  -6.260  -4.348  7.273  -0.989
C  -2.651  5.796  -1.942  -0.727
C  -7.022  4.554  -0.505  -0.824
C  -6.628  6.056  -2.589  -1.076
C  -3.709  -0.419  4.258  -0.675
C  11.860  -1.854  1.881  -1.027
C  18.385  -0.801  1.017  -0.935
C  -6.439  1.396  2.027  0.460
C  -5.482  1.104  3.082  -0.311
C  6.920  2.931  -0.791  -0.683
C  -7.515  0.833  -3.091  -0.534
C  -4.195  5.678  -1.601  -0.221
C  -1.804  -4.697  -11.095  -0.925
C  -10.875  5.103  5.220  -0.916
C  -6.117  -1.329  -3.725  -1.152
H  -0.333  5.069  -2.608  0.365
H  -7.198  6.246  -3.535  0.369
H  -4.454  6.310  -0.699  0.136
H  -4.766  -5.848  -6.568  0.338
H  -1.972  -3.829  -10.456  0.293
H  -4.470  -3.943  -10.621  0.298
H  -8.205  5.597  4.357  0.301
H  -4.351  4.613  -1.257  0.212
H  -11.797  4.535  5.338  0.311
H  -7.095  -1.663  4.920  0.149
H  -6.289  -1.588  0.207  0.181
H  -5.053  -1.608  -3.947  0.391
H  -5.512  -6.212  -4.198  0.397
H  -3.077  -4.680  0.786  0.324
H  -2.492  5.288  -2.926  0.395
H  -3.905  -9.151  0.318  0.324
H  5.883  -4.453  3.829  0.323
H  -1.605  1.942  4.866  0.313
H  7.962  2.354  -2.646  0.464
H  -6.788  6.850  -1.810  0.320
H  15.599  -2.095  -0.981  0.317
H  -6.980  -3.995  8.013  0.366
H  13.279  -0.389  3.814  0.374
H  7.346  3.944  -1.018  0.422
H  7.719  -0.728  1.545  0.195
H  -4.007  -1.317  4.851  0.227
H  3.375  5.814  -0.961  0.373
H  5.236  2.849  -2.193  0.321
H  -3.898  -8.303  1.882  0.379
H  9.884  0.032  0.573  -0.135
H  9.020  1.470  1.212  0.312
H  19.047  -1.068  1.840  0.319
H  -7.779  -0.024  -0.740  0.360
H  9.826  -2.399  4.908  0.164
H  -7.651  -3.351  5.040  0.311
H  9.693  0.792  -1.686  0.336
H  -4.706  -5.557  -2.753  0.204
H  -4.856  5.266  -3.644  0.288
H  -6.728  -5.077  6.610  0.297
H  -3.430  -5.769  2.148  0.464
H  -3.114  -6.413  -6.180  0.392
H  11.387  -0.951  2.270  0.235
H  5.029  1.850  -0.631  0.163
H  9.771  2.377  -0.841  0.270
H  -7.246  4.830  5.645  0.270
H  3.945  3.534  0.505  0.360
H  -4.681  7.063  -3.216  0.413
H  14.476  -1.024  2.645  0.226
H  5.281  4.689  0.091  0.402
H  -0.546  3.444  -1.748  0.214
H  -6.409  -1.974  -2.845  0.176
H  8.876  -3.386  6.044  0.352
H  -7.037  3.576  -3.905  0.346
H  7.122  0.952  -1.824  0.288
H  -10.890  5.965  5.887  0.294
H  17.028  -1.151  -1.464  0.377
H  -2.419  6.900  -1.971  0.188
H  -4.373  -4.514  -12.314  0.371
H  -2.746  -0.658  3.702  0.364
H  1.921  4.041  -2.607  0.342
H  -3.165  2.720  4.258  0.215
H  15.892  -0.500  -0.246  0.285
H  12.522  -1.604  1.051  0.489
H  18.981  -0.570  0.134  0.374
H  0.844  4.429  0.227  0.218
H  -1.352  5.934  -0.128  0.386
H  1.191  5.904  -0.772  0.352
H  -5.406  -5.364  -11.141  0.311
H  7.179  2.709  0.283  0.304
H  -2.397  1.453  3.251  0.245
H  -1.793  -4.397  -12.143  0.366
H  7.606  -0.883  -0.283  0.224
H  -8.253  0.133  -2.632  0.380
H  -5.287  1.905  3.838  0.243
H  14.545  -1.519  4.350  0.326
H  -4.522  -2.151  2.076  0.424
H  -6.796  -1.488  -4.598  0.285
H  -5.664  0.753  -4.247  0.449
H  -7.932  -2.213  6.392  0.413
H  -2.929  0.584  5.909  0.295
H  -3.884  -6.789  -3.730  0.359
H  11.091  -2.545  1.536  0.398
H  -8.395  6.127  6.056  0.385
H  -2.155  4.298  -0.290  0.328
H  -5.414  -4.809  7.781  0.351
H  -6.890  5.453  0.139  0.247
H  2.220  2.972  -1.133  0.348
H  8.205  -1.855  5.408  0.333
H  17.782  0.063  1.302  0.291
H  6.044  -2.980  4.816  0.297
H  -0.850  -5.157  -10.839  0.316
H  6.645  -4.548  5.434  0.369
H  -5.131  -7.903  0.648  0.303
H  4.033  4.779  -2.307  0.354
H  6.777  0.520  0.601  0.094
H  -10.781  5.430  4.183  0.323
H  -4.678  -5.451  0.905  0.335
H  -3.352  -4.892  -7.067  0.295

## Properties
**Multiplicity**: 1
**HOMO-LUMO gap**: 7.9 eV
**HOMO level**: -7.4 eV
**E_tot**: -7140.96856 a.u.
**Strongest force on any atom**: 0.066 Eh/bohr

C4Br4N2 | the ωB97M-V functional and the def2-TZVPD basis

Last column: Mulliken charge in e.
Cartesian coordinates (Å):
Br  -3.641  1.481  -1.363  0.015
Br  -5.428  0.713  1.182  -0.025
Br  1.444  1.858  2.237  -0.110
Br  -1.555  -2.483  0.496  0.019
N  0.459  -0.558  0.819  -0.163
N  3.549  0.495  -0.215  -0.332
C  2.548  0.359  0.301  0.317
C  -0.556  -0.984  0.270  0.137
C  1.400  0.282  1.022  0.130
C  -3.730  0.662  0.345  0.012

## Properties
**Energy above the lowest of the compared OMol25 structures with the same formula, charge and spin**: 0.000 eV
**Multiplicity**: 1
**HOMO-LUMO gap (alpha / beta)**: 7.0 / 7.0 eV
**HOMO level (alpha / beta)**: -8.6 / -8.6 eV
**E_tot**: -10557.74799 a.u.
**Strongest force on any atom**: 0.051 Eh/bohr

C4Br4O | the ωB97M-V functional and the def2-TZVPD basis

Last column: Mulliken charge in e.
Cartesian coordinates (Å):
Br  -1.450  -2.086  -0.030  -0.056
Br  -3.313  0.441  0.135  -0.097
Br  -0.789  2.512  -0.041  -0.099
Br  3.811  -0.069  0.112  -0.019
O  1.149  -1.242  -0.258  -0.393
C  1.996  -0.171  -0.082  0.056
C  -0.555  0.620  -0.039  -0.048
C  -1.584  -0.208  0.078  0.101
C  0.735  0.202  0.125  0.554

## Properties
**Energy above the lowest of the compared OMol25 structures with the same formula, charge and spin**: 1.782 eV
**Multiplicity**: 1
**HOMO-LUMO gap (alpha / beta)**: 7.4 / 7.4 eV
**HOMO level (alpha / beta)**: -8.0 / -8.0 eV
**E_tot**: -10523.53096 a.u.
**Strongest force on any atom**: 0.087 Eh/bohr

Which value of multiplicity does entry 4 give? 1

Which of these has the lowest strongest force on any atom? C4Br4N2